Entry 1:
ORCA calculation (ωB97M-V/def2-TZVPD) on a molecular structure, C15H42AlFN6O5P2 in a non-equilibrium geometry.

HOMO level (eV): -13.97
Orbital gap (eV): 2.815
DFT total energy (Ha): -2325.86300
Total charge: +2

Positions of all 72 atoms, in Å:
Al 3.81 0.46 -5.00
F 1.22 -0.39 -5.61
O 2.85 2.03 -6.82
P 2.05 2.42 -7.99
N 0.56 3.02 -7.53
C -0.15 2.26 -6.50
C -0.31 3.88 -8.35
N 1.65 1.10 -8.93
C 1.07 1.29 -10.27
C 1.93 -0.23 -8.43
N 2.65 3.55 -9.00
C 3.79 3.18 -9.87
C 2.73 4.94 -8.52
H 0.52 1.93 -5.71
H -0.53 1.34 -6.97
H -0.96 2.84 -6.07
H 0.13 3.94 -9.34
H -0.29 4.87 -7.88
H -1.30 3.43 -8.45
H 0.03 1.62 -10.15
H 1.69 1.96 -10.86
H 1.10 0.33 -10.78
H 1.81 -0.96 -9.22
H 2.90 -0.23 -7.93
H 1.15 -0.48 -7.68
H 4.67 3.15 -9.24
H 3.67 2.21 -10.34
H 3.93 3.93 -10.65
H 3.76 5.30 -8.65
H 2.52 4.99 -7.45
H 2.09 5.58 -9.12
O 2.27 1.97 -3.35
P 1.33 2.93 -2.74
N 1.41 4.44 -3.46
C 0.80 5.62 -2.88
C 2.07 4.60 -4.73
N 1.58 3.17 -1.15
C 0.71 2.57 -0.11
C 2.79 3.85 -0.67
N -0.24 2.43 -3.00
C -0.50 1.07 -3.43
C -1.37 3.19 -2.46
H 0.96 5.69 -1.81
H -0.27 5.63 -3.09
H 1.16 6.54 -3.35
H 3.06 5.07 -4.64
H 1.54 5.32 -5.37
H 2.12 3.67 -5.29
H 1.07 2.85 0.87
H -0.31 2.93 -0.15
H 0.74 1.48 -0.24
H 3.09 4.66 -1.34
H 2.53 4.30 0.29
H 3.56 3.10 -0.49
H 0.37 0.54 -3.84
H -0.77 0.40 -2.60
H -1.30 1.13 -4.18
H -0.99 3.88 -1.71
H -2.09 2.53 -1.97
H -1.85 3.71 -3.29
C 2.02 -3.24 -6.73
O 3.24 -3.79 -7.22
C 4.32 -3.06 -7.24
O 4.48 -1.93 -6.78
O 5.27 -3.71 -7.89
C 6.46 -2.98 -8.19
H 1.74 -2.34 -7.26
H 2.08 -3.03 -5.67
H 1.26 -4.01 -6.89
H 7.17 -3.68 -8.62
H 6.87 -2.55 -7.28
H 6.29 -2.19 -8.92

***

Entry 2:
ORCA calculation (ωB97M-V/def2-TZVPD) on 11 unconnected molecules or ions with the total composition C15H42BN10O24 in a non-equilibrium geometry.

HOMO level (eV): -4.20
Orbital gap (eV): 4.749
DFT total energy (Ha): -2973.87033
Total charge: -1

Positions of all 92 atoms, in Å:
O -2.12 -3.44 1.46
C -2.67 -3.24 0.39
O -3.25 -4.31 -0.25
C -2.75 -1.80 -0.19
C -4.24 -1.31 -0.40
C -5.13 -1.38 0.89
B -6.63 -2.04 0.58
C -6.50 -3.68 0.53
O -6.26 -4.27 -0.77
O -7.17 -3.80 -1.72
H -3.85 -3.94 -0.93
H -2.18 -1.71 -1.15
H -2.23 -1.15 0.54
H -4.16 -0.23 -0.70
H -4.72 -1.83 -1.27
H -5.34 -0.34 1.27
H -4.67 -1.94 1.74
H -7.15 -1.54 -0.39
H -7.33 -1.75 1.54
H -5.60 -3.96 1.14
H -7.37 -4.17 1.07
H -6.60 -3.50 -2.45
C -7.16 -0.51 -5.20
N -7.32 -1.98 -5.13
O -6.94 -2.55 -4.13
O -7.83 -2.53 -6.10
H -6.70 -0.17 -4.27
H -6.53 -0.28 -6.05
H -8.15 -0.07 -5.32
C 0.44 -0.96 2.48
N 0.44 0.01 1.36
O 0.17 -0.42 0.25
O 0.72 1.16 1.62
H 0.17 -1.94 2.10
H 1.44 -0.97 2.91
H -0.29 -0.62 3.20
C -0.06 1.30 6.31
N 0.46 0.17 5.50
O -0.24 -0.82 5.39
O 1.56 0.32 5.00
H -1.05 1.04 6.69
H 0.64 1.47 7.13
H -0.12 2.17 5.66
C 3.83 3.05 5.32
N 3.04 3.24 6.57
O 3.63 3.16 7.63
O 1.85 3.45 6.44
H 4.86 2.88 5.58
H 3.40 2.20 4.79
H 3.73 3.97 4.74
C 7.74 1.28 3.22
N 6.81 2.16 3.97
O 6.63 1.92 5.15
O 6.29 3.07 3.35
H 8.12 0.53 3.90
H 7.18 0.83 2.41
H 8.55 1.91 2.84
C -3.05 1.19 -5.91
N -4.27 1.46 -5.11
O -4.16 1.44 -3.90
O -5.30 1.68 -5.72
H -2.22 1.01 -5.23
H -3.24 0.32 -6.53
H -2.86 2.07 -6.53
C -6.13 -2.45 -9.65
N -5.63 -1.37 -8.77
O -6.43 -0.80 -8.07
O -4.43 -1.14 -8.82
H -7.21 -2.55 -9.50
H -5.91 -2.17 -10.68
H -5.62 -3.37 -9.38
C 1.34 -0.02 -4.05
N 0.30 0.43 -5.02
O 0.52 1.45 -5.66
O -0.70 -0.25 -5.11
H 2.17 0.68 -4.08
H 0.88 -0.04 -3.07
H 1.66 -1.01 -4.36
C 11.50 -1.73 3.19
N 10.70 -0.70 2.47
O 9.49 -0.80 2.51
O 11.32 0.17 1.89
H 10.82 -2.44 3.66
H 12.13 -2.23 2.46
H 12.09 -1.22 3.94
C 8.25 5.68 4.62
N 9.18 5.88 3.48
O 9.35 7.02 3.08
O 9.71 4.89 3.02
H 7.86 6.64 4.93
H 7.45 5.02 4.28
H 8.82 5.22 5.42

***

Entry 3:
ORCA calculation (ωB97M-V/def2-TZVPD) on 4 unconnected molecules or ions with the total composition C15H42BrN3O3 in a non-equilibrium geometry.

HOMO level (eV): -12.44
Orbital gap (eV): 8.484
DFT total energy (Ha): -3560.10240
Total charge: +2
Energy relative to the best compared isomer or geometry (same formula, charge and spin) (eV): 0.883

Positions of all 64 atoms, in Å:
Br 0.30 -1.20 -0.22
C 4.02 -2.15 0.83
N 3.87 -2.92 2.13
C 3.82 -1.96 3.34
C 2.48 -3.54 1.98
C 4.91 -4.02 2.46
C 6.41 -3.79 2.29
O 6.96 -2.94 3.32
H 5.03 -1.77 0.67
H 3.29 -1.35 0.77
H 3.76 -2.73 -0.06
H 4.75 -1.40 3.25
H 3.76 -2.69 4.15
H 2.92 -1.37 3.16
H 2.42 -4.21 1.13
H 1.74 -2.75 1.80
H 2.31 -4.05 2.93
H 4.70 -4.74 1.66
H 4.71 -4.53 3.40
H 6.66 -3.34 1.33
H 7.04 -4.68 2.23
H 7.79 -2.56 3.01
C -2.57 1.58 0.78
N -2.20 1.23 2.28
C -3.28 1.57 3.25
C -2.05 -0.32 2.37
C -0.86 1.83 2.82
C -0.88 3.26 3.25
O -1.31 4.14 2.24
H -3.47 1.03 0.52
H -1.81 1.21 0.08
H -2.69 2.64 0.61
H -3.61 2.57 2.95
H -2.97 1.50 4.29
H -4.11 0.88 3.11
H -2.77 -0.86 1.75
H -2.07 -0.60 3.43
H -1.01 -0.52 2.11
H -0.12 1.72 2.03
H -0.52 1.17 3.61
H 0.11 3.49 3.63
H -1.56 3.29 4.10
H -1.26 5.06 2.51
C -1.77 0.35 -5.73
N -2.65 1.50 -5.20
C -2.88 2.56 -6.30
C -4.02 0.87 -4.86
C -2.06 2.26 -3.96
C -2.02 1.48 -2.63
O -1.23 0.29 -2.79
H -0.73 0.66 -5.85
H -2.28 -0.09 -6.59
H -1.82 -0.41 -4.95
H -3.29 2.15 -7.22
H -1.92 2.90 -6.67
H -3.57 3.32 -5.93
H -4.60 1.63 -4.33
H -3.88 0.04 -4.17
H -4.48 0.48 -5.76
H -2.64 3.17 -3.81
H -1.05 2.39 -4.35
H -3.05 1.37 -2.28
H -1.48 2.10 -1.91
H -1.18 -0.21 -1.97

***

Entry 4:
ORCA calculation (ωB97M-V/def2-TZVPD) on a molecular structure, C15H42FN6O5P2 in a non-equilibrium geometry.

HOMO level (eV): -3.83
Orbital gap (eV): 6.833
DFT total energy (Ha): -2083.86008
Total charge: -1
Energy relative to the best compared isomer or geometry (same formula, charge and spin) (eV): 4.219

Positions of all 71 atoms, in Å:
F -2.76 9.49 -9.78
O -3.67 7.27 -10.87
P -4.45 7.88 -12.04
N -3.68 8.14 -13.55
C -3.77 9.34 -14.39
C -2.97 6.91 -14.09
N -5.35 9.31 -11.70
C -4.48 10.45 -11.49
C -6.62 9.22 -11.01
N -5.75 6.81 -12.48
C -6.65 7.09 -13.54
C -5.59 5.40 -12.01
H -4.01 9.05 -15.42
H -2.82 9.86 -14.35
H -4.58 10.05 -14.21
H -2.24 6.53 -13.37
H -2.45 7.15 -15.02
H -3.62 6.05 -14.22
H -4.11 10.60 -10.48
H -3.68 10.51 -12.23
H -5.09 11.31 -11.76
H -7.35 9.89 -11.47
H -7.22 8.31 -11.06
H -6.60 9.45 -9.94
H -7.51 6.43 -13.40
H -6.98 8.12 -13.71
H -6.26 6.94 -14.54
H -5.63 5.25 -10.93
H -4.76 4.86 -12.47
H -6.38 4.74 -12.36
O -2.53 8.07 -7.54
P -2.41 9.14 -6.56
N -3.20 8.74 -5.15
C -2.94 9.38 -3.86
C -3.93 7.46 -4.97
N -2.97 10.71 -7.04
C -3.89 11.48 -6.21
C -2.64 11.42 -8.30
N -0.75 9.51 -6.17
C -0.20 10.81 -5.70
C 0.15 8.36 -6.20
H -2.13 8.76 -3.49
H -3.85 9.50 -3.27
H -2.54 10.34 -4.19
H -4.18 7.18 -3.95
H -3.32 6.64 -5.34
H -4.85 7.49 -5.55
H -3.37 12.42 -6.02
H -4.80 11.71 -6.76
H -4.20 11.04 -5.26
H -1.60 11.19 -8.55
H -3.31 11.30 -9.15
H -2.54 12.49 -8.11
H 0.88 10.68 -5.76
H -0.23 11.66 -6.37
H -0.45 11.15 -4.69
H 0.45 7.99 -5.22
H 0.92 8.52 -6.96
H -0.44 7.53 -6.58
C -0.42 10.55 -8.93
O 0.65 9.64 -9.08
C 0.40 8.33 -8.85
O -0.72 7.82 -8.53
O 1.55 7.61 -8.96
C 1.51 6.17 -8.90
H -0.36 11.41 -9.60
H -0.40 11.04 -7.96
H -1.40 10.09 -9.03
H 1.26 5.86 -7.88
H 2.43 5.75 -9.28
H 0.81 5.67 -9.57